# 1
C39H43BClF5IO6PS2 | ωB97M-V/def2-TZVPD

Results
LUMO level: 0.24 eV
DFT total energy: -119273.18789 eV
Orbital gap: 9.412 eV
HOMO level: -9.176 eV
Structure (SMILES): COB(O)[C@]1([PH2]=S)OS(=O)(=O)O[C@@]1(CCCCl)C[C@@H](C)I.Fc1ccccc1.Fc1ccccc1.Fc1ccccc1.Fc1ccccc1.Fc1ccccc1

Last column: Mulliken charge in e.
Element x y z (Å)
C1 2.82535 2.17402 0.55717  -0.826
O1 1.75259 3.12744 0.65122  -0.876
B1 0.62971 2.76771 -0.05557  0.477
O2 0.68506 2.38515 -1.36445  -0.329
C2 -0.71618 2.76858 0.81352  0.712
P1 -0.98505 4.66654 0.84343  0.050
S1 -0.20868 5.53017 -0.72647  -0.380
O3 -0.51044 2.36058 2.18355  0.074
S2 -1.92943 2.43587 2.94326  1.519
O4 -2.03354 3.68020 3.62013  -0.663
O5 -2.12352 1.25878 3.71023  -0.669
O6 -2.83789 2.39124 1.65545  -0.525
C3 -2.01675 2.07998 0.42474  1.107
C4 -1.98761 0.53662 0.41417  -1.578
C5 -0.64318 -0.10129 0.02511  0.079
C6 -0.83019 -1.53206 -0.46551  -0.701
Cl1 -1.45647 -2.59145 0.80612  -0.290
C7 -2.89408 2.67119 -0.69097  -2.842
C8 -2.30327 2.72570 -2.09877  -0.127
C9 -2.01063 1.36640 -2.72069  0.009
I1 -3.84588 3.67035 -3.31298  0.063
H1 3.37170 2.28329 -0.37817  0.396
H2 3.51872 2.38122 1.36804  0.205
H3 2.45989 1.15310 0.66376  0.254
H4 1.22504 3.03144 -1.83051  0.331
H5 -0.32762 5.03535 2.01904  0.135
H6 -2.34315 4.94179 1.01321  0.194
H7 -2.78072 0.13100 -0.21013  0.547
H8 -2.21431 0.20058 1.42242  0.704
H9 -0.13261 0.43126 -0.77190  0.039
H10 -0.02428 -0.14220 0.92450  0.325
H11 0.11932 -1.91171 -0.83024  0.386
H12 -1.50993 -1.52634 -1.31603  0.380
H13 -3.76456 2.01717 -0.74707  0.701
H14 -3.27452 3.64947 -0.41073  0.551
H15 -1.47829 3.42443 -2.16002  0.494
H16 -2.12613 1.44905 -3.79881  0.512
H17 -2.75703 0.63529 -2.41262  0.159
H18 -0.99702 1.03042 -2.54708  -0.560
F1 0.32926 -0.09839 -4.02494  -0.050
C10 0.58894 -0.16119 -5.35094  0.575
C11 -0.06609 0.70494 -6.20190  -0.387
C12 0.20907 0.63534 -7.55963  -0.474
C13 1.11970 -0.29374 -8.04280  -0.591
C14 1.76222 -1.15555 -7.16490  -0.384
C15 1.50121 -1.09085 -5.80413  -0.718
H19 -0.77695 1.41790 -5.80635  0.400
H20 -0.29087 1.30996 -8.24123  0.376
H21 1.32797 -0.34584 -9.10273  0.374
H22 2.46950 -1.88310 -7.53925  0.367
H23 1.99400 -1.74858 -5.10073  0.450
F2 -5.12557 0.51619 -5.06114  -0.228
C16 -6.23243 0.82431 -5.76673  0.409
C17 -6.32179 2.06483 -6.36522  -0.375
C18 -7.46068 2.37258 -7.09454  -0.366
C19 -8.48988 1.44832 -7.20815  -0.571
C20 -8.37799 0.20918 -6.59339  -0.307
C21 -7.24007 -0.11289 -5.86824  -0.472
H24 -5.51117 2.77332 -6.25884  0.408
H25 -7.54371 3.33826 -7.57460  0.359
H26 -9.37767 1.69390 -7.77495  0.364
H27 -9.17981 -0.51187 -6.67733  0.354
H28 -7.12928 -1.07538 -5.38739  0.414
F3 4.93405 0.22978 5.40233  -0.353
C22 3.87033 1.06291 5.40992  0.236
C23 3.49430 1.65118 6.59986  -0.339
C24 2.40006 2.50449 6.60248  -0.366
C25 1.70017 2.74932 5.42927  -0.806
C26 2.09720 2.14197 4.24609  0.143
C27 3.19430 1.29237 4.22992  -0.586
H29 4.05030 1.44046 7.50393  0.469
H30 2.09377 2.97829 7.52523  0.384
H31 0.84420 3.41140 5.43713  0.456
H32 1.55174 2.32986 3.33319  0.322
H33 3.52500 0.80994 3.31956  0.445
F4 1.40756 -3.78946 -1.86038  -0.242
C28 1.93743 -4.59532 -0.90879  0.562
C29 1.37526 -4.60357 0.35105  0.189
C30 1.92935 -5.43920 1.31109  -0.485
C31 3.02425 -6.23591 1.00673  -0.595
C32 3.57028 -6.20314 -0.26853  -0.344
C33 3.02275 -5.37932 -1.24090  -0.547
H34 0.52153 -3.97445 0.58625  -0.068
H35 1.50069 -5.46581 2.30402  0.391
H36 3.45096 -6.88119 1.76258  0.378
H37 4.42550 -6.81996 -0.50932  0.363
H38 3.42657 -5.34248 -2.24376  0.418
F5 5.56831 -5.67105 8.56455  -0.319
C34 4.86848 -4.56569 8.23423  0.338
C35 3.49874 -4.56911 8.40177  -0.440
C36 2.78438 -3.42907 8.06330  -0.467
C37 3.44145 -2.31471 7.56032  -0.376
C38 4.81988 -2.33732 7.39793  -0.092
C39 5.54538 -3.46947 7.74011  -0.614
H39 3.00709 -5.45100 8.78968  0.416
H40 1.71061 -3.41224 8.19319  0.375
H41 2.87948 -1.42879 7.29399  0.414
H42 5.33021 -1.47170 7.00224  0.353
H43 6.62050 -3.50750 7.62778  0.417


# 2
CH6OP2 | ωB97M-V/def2-TZVPD

Results
LUMO level (alpha / beta): -0.81 / 0.12 eV
DFT total energy: -21754.87768 eV
Orbital gap (alpha / beta): 6.798 / 8.424 eV
HOMO level (alpha / beta): -7.605 / -8.305 eV

Last column: Mulliken charge in e.
Element x y z (Å)
C1 0.80753 0.15219 0.41030  -0.305
O1 1.24590 1.22944 -0.29362  -0.473
P1 -2.11428 0.39466 -0.15113  -0.075
P2 0.64395 -1.53736 0.01572  -0.061
H1 0.76552 0.32368 1.46560  0.441
H2 1.32809 1.03650 -1.33628  0.369
H3 -2.29243 1.61075 0.30708  0.007
H4 -3.08644 -0.17061 0.73336  0.043
H5 2.09432 -1.92475 -0.05224  0.051
H6 0.66589 -1.37075 -1.31604  0.004


# 3
C24H21F4N6SW | ωB97M-V/def2-TZVPD

Results
LUMO level (alpha / beta): -11.54 / -10.75 eV
DFT total energy: -57670.64503 eV
Expectation value of S²: 2.324
Orbital gap (alpha / beta): 5.929 / 6.759 eV
HOMO level (alpha / beta): -17.472 / -17.511 eV
Net charge: +3
Multiplicity: 3

Last column: Löwdin spin population.
Element x y z (Å)
W1 -12.67609 6.42099 8.87378  2.077
C1 -14.87558 3.94405 7.21314  0.005
C2 -15.01488 4.29728 8.71424  0.020
N1 -14.73576 5.75454 9.08882  0.020
C3 -15.42304 6.72665 8.15061  0.019
C4 -14.89163 8.16641 8.30739  0.004
C5 -15.26968 5.98019 10.48492  -0.002
C6 -14.06329 5.96462 11.45371  -0.012
N2 -12.96275 6.63020 10.81162  -0.212
C7 -12.08120 7.47920 11.54928  0.012
C8 -11.08916 8.23806 10.82913  -0.029
F1 -11.01592 7.88944 9.40731  0.050
C9 -10.07724 8.91939 11.39765  -0.002
F2 -9.13080 9.46533 10.67837  0.005
C10 -10.23937 9.17956 12.77653  -0.082
C11 -11.14809 8.51121 13.51287  0.002
F3 -11.11526 8.80465 14.79635  0.008
C12 -12.11514 7.69553 12.97125  -0.066
F4 -13.04531 7.18674 13.80063  -0.021
H1 -15.19282 2.87578 7.22838  0.000
H2 -13.82517 3.98401 6.82766  0.002
H3 -15.47245 4.57283 6.56214  0.000
H4 -14.35940 3.75325 9.39308  0.001
H5 -16.06742 4.24983 9.09782  0.002
H6 -16.48701 6.86206 8.19668  0.003
H7 -15.17842 6.34147 7.18269  0.003
H8 -15.45798 8.72332 9.07053  0.000
H9 -14.87856 8.66449 7.33338  0.000
H10 -13.84133 8.27614 8.60317  0.006
H11 -15.99144 5.20361 10.75444  0.000
H12 -15.76093 6.94161 10.44545  0.000
H13 -13.82684 4.93221 11.71853  -0.012
H14 -14.38194 6.43914 12.35979  0.000
H15 -9.63162 9.94405 13.33944  -0.002
S1 -8.69495 2.52245 3.94141  -0.001
N3 -9.63916 3.78467 3.70173  -0.001
C13 -10.09742 4.14900 4.88151  -0.001
C14 -11.00769 5.26135 5.09868  0.003
C15 -11.42366 6.24106 4.10333  0.026
C16 -12.09361 7.40089 4.45477  0.001
C17 -12.45400 7.48665 5.77594  0.021
N4 -12.14809 6.57037 6.73029  0.023
C18 -11.36827 5.50770 6.42329  0.015
C19 -10.97666 4.61890 7.48775  0.032
N5 -11.37089 4.87799 8.82875  0.019
C20 -10.88034 4.15174 9.80197  0.029
C21 -10.01992 3.05752 9.66089  -0.006
C22 -9.73343 2.64320 8.34148  0.040
C23 -10.10150 3.47093 7.28087  -0.001
C24 -9.62484 3.30673 5.95459  0.000
N6 -8.92216 2.32890 5.53124  -0.003
H16 -11.33734 5.99645 3.06263  0.001
H17 -12.20565 7.99644 3.61028  0.000
H18 -13.05240 8.26573 6.06891  0.001
H19 -11.18766 4.33761 10.86743  0.001
H20 -9.69870 2.47965 10.57095  -0.001
H21 -9.11110 1.75525 8.11676  0.001


# 4
C15H11N3ReS4Sb | ωB97M-V/def2-TZVPD

Results
LUMO level (alpha / beta): -5.32 / -5.21 eV
DFT total energy: -72207.63115 eV
Expectation value of S²: 0.798
Orbital gap (alpha / beta): 5.311 / 5.320 eV
HOMO level (alpha / beta): -10.629 / -10.531 eV
Net charge: +1
Multiplicity: 2

Last column: Löwdin spin population.
Element x y z (Å)
Re1 0.46882 -0.80484 -0.58880  0.568
C1 4.10860 -0.51137 1.81733  -0.002
C2 3.81985 0.57674 2.62726  0.005
C3 2.61558 1.23741 2.45280  -0.003
C4 1.72315 0.79986 1.48145  0.005
N1 2.00124 -0.29380 0.71890  0.000
C5 3.16339 -0.92048 0.89473  0.003
C6 0.45158 1.47252 1.18256  -0.007
C7 -0.04238 2.62867 1.77821  0.004
C8 -1.26235 3.13339 1.34915  -0.010
C9 -1.95502 2.50556 0.32259  0.005
C10 -1.41687 1.35438 -0.24445  -0.008
N2 -0.24812 0.87092 0.20687  0.001
C11 -1.98277 0.55947 -1.34589  0.007
C12 -3.20194 0.83867 -1.95244  -0.002
C13 -3.63633 0.05743 -3.01140  0.009
C14 -2.83059 -0.98297 -3.44951  -0.003
C15 -1.64571 -1.23014 -2.78331  0.006
N3 -1.22223 -0.49307 -1.75741  -0.001
H1 5.03938 -1.04749 1.90283  0.000
H2 4.52232 0.91528 3.37215  0.000
H3 2.36502 2.08860 3.06085  0.000
H4 3.34710 -1.78643 0.26851  0.002
H5 0.50148 3.10959 2.57179  0.000
H6 -1.67218 4.01879 1.81433  -0.001
H7 -2.90245 2.89165 -0.01388  0.000
H8 -3.80023 1.65795 -1.59312  0.000
H9 -4.57939 0.26750 -3.48976  0.000
H10 -3.11845 -1.60654 -4.27987  0.000
H11 -1.00527 -2.05209 -3.07875  0.002
S1 2.17352 -4.76731 1.49074  0.027
Sb1 0.52929 -4.25387 -0.00555  0.003
S2 1.44678 -2.58523 -1.67871  0.176
S3 -0.60878 -2.18950 0.94306  0.212
S4 -1.14601 -5.45924 -0.98326  0.001